Record 1
A molecular structure, C30H34BN8OSc. Source: OMol25; level of theory: ωB97M-V with the def2-TZVPD basis set.

The value obtained for the energy above the lowest of the compared OMol25 structures with the same formula, charge and spin is 0.4 kJ/mol. Its multiplicity is 2. As for the largest force on an atom: 0.3 eV/A. For the gap between HOMO and LUMO (spin up / spin down), the calculation gives 8.5 / 5.0 eV. As for the total charge: +3. The energy is -2461.72695 Ha.

```
75
Properties=species:S:1:pos:R:3:forces:R:3
Sc -0.70741 -0.10503 -0.19495 0.128 0.159 -0.204
C -2.13215 -0.82359 4.73208 -0.001 0.007 -0.007
C -1.50166 0.13846 3.71040 0.027 -0.029 0.019
C -1.81687 1.57916 4.10212 0.014 -0.005 0.001
C -1.98251 -0.24124 2.32262 -0.058 0.046 -0.050
C -2.73851 0.61797 1.51522 0.028 0.027 0.048
C -3.35106 0.16637 0.34477 -0.015 -0.039 -0.044
C -3.19737 -1.15006 -0.11156 -0.036 0.088 0.018
C -3.95210 -1.68672 -1.29720 0.014 -0.010 -0.002
C -2.35059 -1.97817 0.64020 -0.097 -0.093 0.030
C -1.77865 -1.53863 1.83185 0.001 -0.061 0.065
H -1.79028 -0.56842 5.73382 0.003 0.001 -0.002
H -1.86959 -1.86494 4.54770 -0.004 0.001 0.001
H -3.21943 -0.73472 4.71546 0.002 -0.005 0.005
H -0.41558 -0.02184 3.74049 0.001 -0.002 -0.002
H -2.89447 1.73020 4.18986 -0.002 -0.003 -0.005
H -1.42807 2.32167 3.40303 -0.008 0.002 -0.001
H -1.38514 1.78993 5.07917 -0.004 0.006 0.000
H -2.91347 1.63906 1.82755 0.008 -0.004 0.005
H -4.00012 0.84913 -0.18591 0.001 -0.002 -0.008
H -3.30298 -1.86775 -2.15682 -0.001 0.003 0.000
H -4.74723 -1.00784 -1.59942 -0.006 -0.003 -0.005
H -4.41599 -2.63871 -1.03944 0.009 -0.002 0.008
H -2.20442 -3.00717 0.33133 0.026 0.006 -0.004
H -1.18519 -2.23531 2.41070 0.021 -0.007 -0.028
C -2.61599 2.33400 -3.45247 -0.020 -0.001 -0.003
C -2.66156 1.32293 -2.50224 0.001 0.011 -0.003
N -1.50329 1.22547 -1.84194 -0.007 -0.069 0.072
N -0.68329 2.16700 -2.38007 -0.014 0.010 0.007
C -1.34645 2.84677 -3.33733 0.033 -0.015 0.004
B 0.79727 2.24240 -1.98514 0.106 -0.039 -0.035
N 1.46517 0.87733 -2.26890 -0.034 0.005 -0.008
C 2.66643 0.54441 -2.78128 -0.003 0.037 -0.017
C 2.80333 -0.82542 -2.75394 0.028 -0.003 0.017
C 1.63304 -1.27423 -2.15382 -0.022 -0.007 -0.025
N 0.82866 -0.25291 -1.85235 -0.001 0.005 0.096
N 0.95146 2.55962 -0.48469 -0.045 0.015 0.019
C 1.70539 3.43633 0.19887 0.007 0.006 -0.007
C 1.59828 3.16910 1.54893 0.007 0.004 0.005
C 0.74554 2.07961 1.61763 -0.013 0.001 0.003
N 0.35137 1.70515 0.39468 -0.011 -0.012 -0.025
N 1.44338 3.34997 -2.88774 -0.033 -0.001 0.120
C 1.88222 3.28078 -4.10802 0.011 0.033 -0.037
C 2.16357 4.62579 -4.55404 0.008 0.048 0.024
C 1.80034 5.43933 -3.43394 -0.002 -0.075 -0.051
N 1.36785 4.71002 -2.45438 -0.001 -0.005 -0.032
H -3.39662 2.64932 -4.12215 0.000 0.003 0.004
H -3.47837 0.65997 -2.28586 -0.020 -0.002 -0.001
H -0.89540 3.66530 -3.87154 -0.005 -0.005 0.000
H 3.36909 1.28891 -3.11668 -0.005 0.000 -0.014
H 3.63115 -1.40953 -3.11614 0.001 0.001 0.008
H 1.34412 -2.28714 -1.92358 -0.009 -0.009 0.006
H 2.25934 4.21043 -0.30116 -0.001 -0.003 0.000
H 2.06413 3.70107 2.35984 0.001 -0.002 -0.003
H 0.39592 1.54775 2.48686 0.002 0.003 0.005
H 1.97308 2.35809 -4.66173 -0.006 -0.009 0.004
H 2.55184 4.92112 -5.51790 -0.005 0.013 0.010
H 1.84522 6.51475 -3.34551 0.015 0.001 -0.009
C 2.55779 -1.20038 2.07452 -0.035 -0.030 -0.025
C 1.62177 -1.98101 1.20895 0.071 0.133 0.043
O 0.69574 -1.35190 0.63517 -0.051 -0.065 0.034
C 1.75911 -3.40771 1.03921 0.008 -0.044 0.004
C 2.78793 -4.10218 1.69524 -0.017 0.000 -0.013
C 2.90821 -5.47001 1.54217 0.006 -0.021 0.001
C 2.00962 -6.15758 0.73593 -0.011 0.015 -0.007
C 0.98168 -5.48197 0.07694 0.022 -0.024 0.012
C 0.85702 -4.11933 0.22865 -0.010 0.013 -0.013
H 2.32625 -0.14113 2.00977 0.011 0.005 0.012
H 3.59243 -1.36396 1.77108 -0.006 -0.010 -0.019
H 2.47661 -1.53388 3.11154 -0.006 0.000 -0.001
H 3.49310 -3.57989 2.32685 -0.003 0.002 -0.001
H 3.70021 -6.00287 2.04956 -0.003 -0.003 -0.002
H 2.10708 -7.22874 0.61714 0.001 0.001 0.001
H 0.29025 -6.03037 -0.54785 0.000 0.000 0.001
H 0.05986 -3.59239 -0.28024 0.007 0.009 0.003
```
Forces are in eV/Å.

Löwdin population analysis, charges in e, atoms 1 to 6: atom 1 (Sc): 1.17, atom 2 (C): -0.03, atom 3 (C): -0.37, atom 4 (C): -0.06, atom 5 (C): -0.20, atom 6 (C): -0.01

Record 2
A molecular structure, C23H43F6N3O6PS4Ti. Source: OMol25; level of theory: ωB97M-V with the def2-TZVPD basis set.

The value obtained for the energy above the lowest of the compared OMol25 structures with the same formula, charge and spin is 320.9 kJ/mol. Its multiplicity is 2. As for the largest force on an atom: 0.5 eV/A. For the gap between HOMO and LUMO (spin up / spin down), the calculation gives 5.4 / 6.5 eV. As for the total charge: -2. The energy is -4900.80577 Ha.

```
87
Properties=species:S:1:pos:R:3:forces:R:3
Ti -0.00904 -0.03486 -0.35528 0.149 0.184 0.346
C -0.12657 1.38703 2.72695 -0.038 0.020 -0.070
C 1.09440 1.42468 2.05489 0.050 -0.006 -0.022
C 1.39485 0.05765 1.64857 -0.130 -0.204 0.193
C 0.31321 -0.74021 2.19093 -0.044 -0.154 -0.313
C -0.61617 0.06577 2.82098 -0.077 0.034 0.029
C -1.88798 -0.34318 3.53579 0.026 0.001 -0.006
C -1.68480 -0.17924 5.05127 -0.003 0.009 -0.004
C -3.05577 0.55063 3.10182 -0.008 0.012 0.004
C -2.23157 -1.80400 3.24369 0.003 0.006 -0.002
C 2.72914 -0.67294 1.40639 -0.041 0.027 -0.103
C 3.40479 -0.92958 2.76499 0.008 -0.008 -0.001
C 3.70940 0.04855 0.48317 0.053 -0.003 -0.011
C 2.47237 -2.04473 0.75241 0.025 0.010 0.002
C 1.87074 2.74499 1.92895 -0.013 -0.060 0.012
C 3.10022 2.72575 2.85380 0.031 -0.009 0.013
C 1.00289 3.92260 2.40403 0.013 -0.013 0.006
C 2.30024 3.10248 0.50330 -0.001 0.012 -0.055
H -0.67511 2.25189 3.06839 0.017 0.022 0.004
H 0.25231 -1.81568 2.11587 0.001 -0.016 0.016
H -1.44002 0.85698 5.29657 -0.002 -0.007 -0.005
H -0.86035 -0.80839 5.39576 -0.006 -0.002 -0.004
H -2.59300 -0.46022 5.59821 0.005 0.002 -0.007
H -2.87151 1.59171 3.37892 -0.003 -0.012 0.011
H -3.98523 0.22889 3.58708 0.008 0.006 -0.010
H -3.18325 0.52408 2.01913 0.005 -0.005 0.003
H -1.47515 -2.47294 3.66450 0.001 0.005 -0.013
H -2.27830 -1.99067 2.16937 -0.011 0.000 0.011
H -3.19741 -2.06276 3.69129 0.010 -0.006 0.011
H 3.63352 0.00719 3.27495 -0.002 -0.015 -0.007
H 4.33958 -1.48729 2.63260 -0.011 0.002 -0.002
H 2.74127 -1.50807 3.41270 0.005 0.004 -0.009
H 4.03875 1.00558 0.88229 0.006 -0.069 -0.009
H 3.26778 0.21702 -0.49850 -0.003 -0.009 0.025
H 4.60052 -0.57336 0.34717 -0.004 0.006 -0.007
H 1.94920 -2.73262 1.41626 -0.028 0.001 0.010
H 3.42924 -2.50276 0.48554 -0.008 -0.004 0.023
H 1.89948 -1.96826 -0.17731 0.023 0.018 -0.012
H 2.79905 2.48190 3.87643 0.003 0.001 -0.003
H 3.58137 3.71055 2.85807 -0.003 -0.005 -0.002
H 3.84531 1.99635 2.53981 -0.027 0.031 0.013
H 0.75276 3.84728 3.46478 -0.002 -0.014 0.003
H 0.07713 3.98128 1.82960 0.002 0.001 -0.007
H 1.55851 4.85328 2.25296 -0.007 -0.008 0.009
H 2.86877 2.31943 0.01656 -0.043 0.067 0.015
H 2.91114 4.01332 0.53107 -0.007 -0.004 -0.002
H 1.42780 3.27942 -0.12469 0.003 0.013 0.002
C -3.06277 -3.74941 -4.74219 0.018 -0.002 -0.003
C -2.91343 -3.41811 -3.27195 0.013 -0.014 -0.006
O -2.72189 -2.01338 -3.15476 -0.045 -0.001 0.050
P -2.59783 -1.27169 -1.67750 -0.056 -0.020 -0.022
S -2.15808 0.87655 -0.54782 -0.025 -0.091 -0.138
S -1.48543 -2.45053 -0.46119 0.053 -0.079 0.059
O -4.18345 -1.49005 -1.27093 -0.004 -0.030 0.037
C -4.58218 -1.43557 0.09428 -0.019 -0.025 0.021
C -5.09800 -2.79250 0.53143 0.009 0.003 -0.003
H -3.18716 -4.82741 -4.87790 -0.001 0.006 -0.008
H -2.17536 -3.42745 -5.28879 -0.005 -0.005 0.009
H -3.93018 -3.24023 -5.16607 -0.003 -0.002 0.004
H -2.05225 -3.93365 -2.83873 0.000 0.010 0.003
H -3.80399 -3.71856 -2.70898 -0.006 0.012 0.003
H -5.35721 -0.66866 0.18214 -0.003 0.004 -0.010
H -3.74329 -1.13117 0.71954 -0.004 0.008 -0.018
H -5.91327 -3.12533 -0.11564 -0.002 0.005 0.003
H -5.46274 -2.74388 1.56149 0.002 -0.004 -0.005
H -4.28816 -3.52193 0.48028 -0.005 0.008 0.001
N -1.44342 2.01817 -3.82096 0.017 0.086 0.052
N -1.02873 3.17708 -3.10789 0.000 0.064 -0.049
H -1.85362 2.24978 -4.71763 -0.071 -0.091 0.034
H -2.10302 1.51077 -3.23980 0.038 0.019 0.028
H -1.58119 3.99409 -3.33940 0.058 0.004 -0.020
H -0.05211 3.35471 -3.30092 -0.001 -0.057 -0.014
F 0.39659 -2.47427 -4.29174 -0.023 -0.115 -0.066
C 0.79519 -1.25991 -4.66706 -0.085 0.008 0.079
F 1.88131 -1.41216 -5.42812 0.004 -0.039 -0.069
F -0.16823 -0.72791 -5.43433 -0.059 -0.005 -0.055
S 1.08326 -0.10826 -3.17966 0.130 -0.229 -0.417
O 0.92476 1.09641 -1.04363 0.047 0.438 0.083
O 0.50567 -1.07678 -2.15415 0.145 0.284 0.243
N 2.71252 -0.26165 -3.09499 0.089 0.032 -0.019
S 3.54882 0.68554 -4.02642 -0.113 -0.116 0.108
O 4.84118 0.11948 -4.30069 -0.044 0.014 0.029
O 2.79409 1.27323 -5.10861 0.024 0.029 -0.039
C 3.97446 2.16817 -3.01401 0.044 0.088 0.061
F 4.77981 2.98957 -3.71972 -0.036 -0.038 -0.009
F 2.88501 2.86166 -2.68401 0.021 -0.037 0.018
F 4.62982 1.84074 -1.89504 -0.027 0.014 -0.030
```
Forces are in eV/Å.

Löwdin population analysis, charges in e, atoms 1 to 6: atom 1 (Ti): 0.52, atom 2 (C): -0.04, atom 3 (C): -0.14, atom 4 (C): -0.24, atom 5 (C): -0.12, atom 6 (C): -0.23